(1)
DFT (wB97M-V/def2-TZVPD) results for C4H4N4S in the gas phase in a non-equilibrium geometry.

Properties
**Strongest force on any atom**: 4.329 eV/Å
**HOMO energy**: -0.32980 Eh
**Energy above the lowest of the compared OMol25 structures with the same formula, charge and spin**: 2.1115 eV
**Orbital gap**: 8.06 eV

Positions of all 13 atoms, in Å:
C 2.047 -0.262 1.965
C -0.174 -0.962 1.279
C 0.582 0.815 -0.372
C -1.465 0.454 -1.702
N 3.147 -0.533 2.250
N -0.985 -0.803 0.302
N 0.877 -0.221 1.495
N -0.527 0.208 -0.592
S 1.961 1.690 -0.556
H -0.472 -1.841 2.001
H -1.317 1.432 -2.119
H -1.132 -0.193 -2.532
H -2.543 0.214 -1.419

And the natural (NBO) charges, in e, turn out to be: number 1, C, carries 0.42; number 2, C, carries 0.29; number 3, C, carries 0.26; number 4, C, carries -0.40; number 5, N, carries -0.37; number 6, N, carries -0.34; number 7, N, carries -0.58; number 8, N, carries -0.30; number 9, S, carries 0.12; number 10, H, carries 0.21; number 11, H, carries 0.23; number 12, H, carries 0.22; number 13, H, carries 0.25

(2)
DFT (wB97M-V/def2-TZVPD) results for 3 unconnected molecules or ions with the total composition C4H4NO in a non-equilibrium geometry.

Properties
**2S+1**: 3
**Strongest force on any atom**: 3.074 eV/Å
**HOMO energy (spin up / spin down)**: -0.50681 / -0.62533 Eh
**Net charge**: +1
**⟨S²⟩**: 2.01
**Energy above the lowest of the compared OMol25 structures with the same formula, charge and spin**: 2.2034 eV
**Orbital gap (spin up / spin down)**: 8.96 / 7.52 eV

Positions of all 10 atoms, in Å:
C 0.568 0.823 0.501
C 2.502 -0.543 -0.086
C 1.682 1.488 0.099
C 0.002 -0.282 0.678
N 2.712 0.662 -0.225
O 2.058 -1.566 0.133
H -0.783 -0.729 -0.459
H -1.308 -1.019 -1.130
H 1.843 2.556 0.071
H -0.475 -0.881 1.425

And the natural (NBO) charges, in e, turn out to be: number 1, C, carries 0.23; number 2, C, carries 0.95; number 3, C, carries -0.03; number 4, C, carries -0.22; number 5, N, carries -0.41; number 6, O, carries -0.33; number 7, H, carries 0.01; number 8, H, carries 0.23; number 9, H, carries 0.27; number 10, H, carries 0.30

(3)
DFT (wB97M-V/def2-TZVPD) results for a molecular structure, C4H4NO2 in a non-equilibrium geometry.

Properties
**Strongest force on any atom**: 4.204 eV/Å
**HOMO energy**: -0.12806 Eh
**Net charge**: -1
**Energy above the lowest of the compared OMol25 structures with the same formula, charge and spin**: 2.6284 eV
**Orbital gap**: 7.74 eV

Positions of all 11 atoms, in Å:
C 0.372 0.218 1.495
C -0.920 0.681 -1.474
C 1.017 -0.482 0.251
C -0.561 -0.471 -0.111
N -0.830 0.154 1.192
O -0.154 1.611 -1.384
O -1.815 0.289 -2.175
H 0.808 0.699 2.403
H 1.505 0.282 -0.218
H 1.504 -1.479 0.326
H -0.926 -1.503 -0.304

And the natural (NBO) charges, in e, turn out to be: number 1, C, carries 0.07; number 2, C, carries 0.85; number 3, C, carries -0.52; number 4, C, carries -0.22; number 5, N, carries -0.42; number 6, O, carries -0.75; number 7, O, carries -0.74; number 8, H, carries 0.14; number 9, H, carries 0.23; number 10, H, carries 0.19; number 11, H, carries 0.17

(4)
DFT (wB97M-V/def2-TZVPD) results for a gas-phase ion, C4H4NO3S2 (charge -1) in a non-equilibrium geometry.

Properties
**Strongest force on any atom**: 5.053 eV/Å
**HOMO energy**: -0.13166 Eh
**Net charge**: -1
**SMILES string**: O=S(=O)=C([O-])C1=NCCS1
**Energy above the lowest of the compared OMol25 structures with the same formula, charge and spin**: 2.1751 eV
**Orbital gap**: 6.67 eV

Positions of all 14 atoms, in Å:
C 0.539 -0.509 -0.429
C 1.920 -0.592 -0.355
C -1.634 0.211 -0.580
C -1.785 -0.650 0.763
N -0.308 0.259 -1.016
O 2.082 1.428 1.620
O 2.701 -1.382 -0.871
O 2.511 1.993 -0.748
S -0.213 -1.589 0.831
S 2.878 1.123 0.396
H -2.188 -0.383 -1.422
H -2.078 1.202 -0.292
H -1.720 0.163 1.550
H -2.705 -1.273 0.554

And the natural (NBO) charges, in e, turn out to be: number 1, C, carries 0.05; number 2, C, carries 0.29; number 3, C, carries -0.22; number 4, C, carries -0.58; number 5, N, carries -0.42; number 6, O, carries -1.02; number 7, O, carries -0.56; number 8, O, carries -0.99; number 9, S, carries 0.15; number 10, S, carries 1.48; number 11, H, carries 0.18; number 12, H, carries 0.20; number 13, H, carries 0.23; number 14, H, carries 0.23

> Which formula does entry 3 have?

C4H4NO2

> Which of these has the lowest energy above the lowest of the compared OMol25 structures with the same formula, charge and spin?

C4H4N4S

> Among the records above, which one has the lowest strongest force on any atom?

C4H4NO